# C6H12N2

The molecule C6H12N2 at a distorted geometry (ωB97M-V/def2-TZVPD, OMol25).

```
20
Properties=species:S:1:pos:R:3:forces:R:3
C -0.839 -1.800 -0.088 -0.120 0.007 -0.056
C 1.490 -0.648 -0.558 -1.894 0.451 -1.166
C -0.834 0.815 -0.469 0.457 -1.721 1.136
C -0.124 -0.491 0.190 1.779 0.852 -1.983
C 0.639 -0.394 1.369 -0.861 0.353 1.871
N -1.057 0.777 -1.825 0.330 -0.157 -0.272
N -0.553 2.069 0.002 0.162 0.411 0.261
C 0.708 0.374 2.442 0.061 -0.206 0.059
H -0.218 2.104 0.957 0.071 0.014 -0.298
H -1.481 -0.059 -2.189 -0.083 0.241 -0.129
H -1.280 1.649 -2.292 -0.086 -0.412 0.153
H -0.052 2.691 -0.632 0.020 -0.100 0.201
H -0.195 -2.650 0.149 -0.016 0.135 0.028
H -1.132 -1.893 -1.140 0.079 0.034 0.088
H -1.743 -1.889 0.515 -0.014 0.082 0.030
H 2.164 0.169 -0.330 -0.149 0.062 0.176
H 1.144 -0.547 -1.598 0.448 -0.085 -0.159
H 1.968 -1.608 -0.405 -0.219 -0.056 0.207
H 1.503 0.284 3.174 0.046 0.046 -0.046
H -0.109 1.045 2.730 -0.010 0.047 -0.102
```
Forces are in eV/Å.

- ΔE to the lowest compared entry with this formula, charge and spin: 5.2895 eV
- HOMO energy (alpha / beta): -6.94 / -5.76 eV
- Molecular weight: 112.2 g/mol
- HOMO-LUMO gap (alpha / beta): 7.7960 / 6.2777 eV
- E_LUMO (alpha / beta): 0.9 / 0.5 eV